Record 1
{
  "formula": "C3H5F",
  "method": "ωB97M-V/def2-TZVPD",
  "orbital_gap_ev": 9.2,
  "e_lumo_ev": -0.41,
  "spin_multiplicity": 1,
  "largest_force_ha_per_bohr": 0.064,
  "de_lowest_kcal_mol": 99.4,
  "molar_mass_g_mol": 60.07,
  "species": ["C", "C", "C", "F", "H", "H", "H", "H", "H"],
  "positions_angstrom": [[1.45720, -0.17016, -0.02636], [0.34175, -0.33964, 0.62656], [-2.49188, -0.35389, -0.32340], [-3.41066, 0.41350, 0.21986], [2.43181, -0.35397, 0.42858], [1.68638, 0.23747, -0.98697], [0.19486, -0.66668, 1.58474], [-2.30169, -1.10990, 0.42646], [-0.64024, -0.13960, 0.14278]],
  "atomic_forces_ev_per_a": [[2.2706, 0.0951, 0.5567], [-1.9507, 0.9217, -2.4966], [-0.6098, 0.8363, -1.0808], [0.2524, -0.1955, 0.0931], [-0.2992, -0.2757, 0.4979], [-1.0426, 0.1450, -0.7995], [0.4058, -0.9248, 2.3899], [-0.1086, -0.8053, 0.9037], [1.0821, 0.2032, -0.0644]]
}

Record 2
{
  "formula": "C7H3AsIrNO4S4",
  "method": "ωB97M-V/def2-TZVPD",
  "orbital_gap_ev": [6.7, 5.2],
  "charge": -1,
  "e_lumo_ev": [2.12, 0.13],
  "spin_multiplicity": 6,
  "largest_force_ha_per_bohr": 0.039,
  "de_lowest_kcal_mol": 10.8,
  "molar_mass_g_mol": 560.51,
  "species": ["Ir", "O", "C", "O", "C", "C", "C", "C", "C", "N", "C", "O", "O", "H", "H", "H", "S", "As", "S", "S", "S"],
  "positions_angstrom": [[-0.92774, -0.01524, -1.53232], [-0.60156, 3.46445, 0.57450], [-0.70579, 2.33896, 0.13344], [-1.01491, 2.00296, -1.09474], [-0.49741, 1.15470, 1.06475], [-0.23177, 1.18866, 2.41486], [-0.12380, -0.02241, 3.09447], [-0.29353, -1.23054, 2.42086], [-0.55813, -1.18952, 1.07145], [-0.63665, -0.01615, 0.45371], [-0.82760, -2.36734, 0.14392], [-0.76752, -3.49386, 0.58728], [-1.12148, -2.02413, -1.08974], [-0.11809, 2.15012, 2.89949], [0.08611, -0.02465, 4.15810], [-0.22885, -2.19343, 2.91103], [2.68617, 1.69599, -4.57082], [1.90338, -0.22939, -3.94578], [-1.51191, 0.01686, -3.66149], [1.61677, -0.08502, -1.77369], [3.87431, -1.12103, -4.25925]],
  "atomic_forces_ev_per_a": [[-1.0735, 0.0289, -1.6832], [-0.0932, -0.0052, -0.0250], [0.0032, -0.0411, -0.5679], [0.3420, 0.3024, 0.6022], [-0.0460, -0.0634, -0.2472], [0.0510, 0.0335, 0.2548], [-0.0044, -0.0004, -0.0399], [0.0452, -0.0291, 0.2589], [-0.0829, 0.0417, -0.3024], [0.0666, -0.0183, 0.4622], [0.0843, 0.1143, -0.6357], [-0.1257, -0.0354, -0.0147], [0.3195, -0.3023, 0.7102], [-0.0061, -0.0754, -0.0090], [-0.0048, -0.0030, -0.0625], [-0.0011, 0.0671, -0.0063], [-0.1460, -0.1285, -0.2492], [0.8972, 0.2012, 0.6863], [0.3617, 0.0096, 1.2682], [-0.1258, -0.2060, -0.3215], [-0.4611, 0.1094, -0.0781]]
}

Record 3
{
  "formula": "C9H13N3",
  "method": "ωB97M-V/def2-TZVPD",
  "orbital_gap_ev": [7.3, 7.3],
  "charge": 2,
  "e_lumo_ev": [-9.32, -9.32],
  "spin_multiplicity": 1,
  "largest_force_ha_per_bohr": 0.079,
  "de_lowest_kcal_mol": 81.3,
  "molar_mass_g_mol": 163.22,
  "species": ["C", "C", "C", "C", "C", "C", "C", "C", "C", "N", "N", "N", "H", "H", "H", "H", "H", "H", "H", "H", "H", "H", "H", "H", "H"],
  "positions_angstrom": [[-0.04113, -1.94148, 1.71580], [0.38257, -2.49265, 0.44080], [-0.01298, -0.59350, 1.94723], [1.12165, -1.63827, -0.39868], [-0.88053, 0.30017, -1.54373], [-0.67504, 1.22201, 0.65003], [0.58440, 0.40567, 1.01244], [1.19033, -0.29654, -0.26290], [2.09202, 0.55030, -0.98940], [-1.36804, 1.11208, -0.51128], [-1.64812, 0.00692, -2.56767], [-1.11012, 2.06602, 1.53638], [-0.59485, -2.57532, 2.32019], [0.29811, -3.53882, 0.36025], [-0.47591, -0.23591, 2.79740], [1.36624, -1.95768, -1.34382], [1.51913, 0.99878, 1.35242], [2.32979, 0.28345, -2.00183], [2.97647, 0.39871, -0.43569], [1.79858, 1.63605, -1.15717], [-2.33461, 1.62570, -0.52265], [-1.34861, -0.58758, -3.31343], [-2.49439, 0.46762, -2.83036], [-0.64725, 2.38515, 2.33882], [-2.02767, 2.39914, 1.40687]],
  "atomic_forces_ev_per_a": [[0.0105, 2.1645, -2.0039], [2.2291, 3.1623, 1.2563], [0.9993, -2.2033, -0.9015], [-2.2331, -2.7345, 1.0620], [-0.0348, -0.8498, 0.1542], [1.2671, 0.7448, -0.3580], [0.9730, -0.9351, -2.2421], [-2.2569, 2.4679, 1.8195], [-0.4850, 2.0269, -2.0609], [-1.7097, 0.2990, -0.2173], [0.6071, 1.0475, 1.2507], [-0.5592, -0.7399, -1.1176], [-0.6915, -0.9818, 1.5333], [-0.2069, -1.0815, -0.8605], [-0.8388, 0.7507, 1.7867], [1.1550, -1.2065, -1.9014], [-1.9418, -0.4479, 0.1694], [0.0081, -0.9130, -0.4254], [1.6785, 0.5603, 0.6920], [0.3532, -1.1745, 1.1188], [2.0943, -1.0469, -0.2107], [0.7974, -0.3924, -0.1706], [-1.0299, 0.4309, 0.2763], [0.9934, 0.0826, 1.3058], [-1.1785, 0.9698, 0.0449]]
}

Record 4
{
  "formula": "C6H10O",
  "method": "ωB97M-V/def2-TZVPD",
  "orbital_gap_ev": 9.9,
  "smiles": "C[C@H]1CC=C[C@H]1O",
  "e_lumo_ev": 0.94,
  "spin_multiplicity": 1,
  "largest_force_ha_per_bohr": 0.053,
  "de_lowest_kcal_mol": 30.0,
  "molar_mass_g_mol": 98.14,
  "species": ["C", "C", "C", "C", "C", "C", "O", "H", "H", "H", "H", "H", "H", "H", "H", "H", "H"],
  "positions_angstrom": [[1.62838, -0.50539, -0.31665], [0.52211, 0.09709, 0.70253], [0.08117, 1.46307, 0.13735], [-1.27576, 1.24552, -0.47080], [-1.65770, -0.02306, -0.34149], [-0.77075, -0.75068, 0.66382], [-0.53225, -2.11742, 0.42256], [1.32126, -0.61125, -1.38398], [2.55419, 0.10002, -0.36070], [1.89960, -1.49671, 0.03773], [1.00717, 0.14497, 1.68020], [0.81124, 1.25207, -0.62976], [0.31924, 2.42428, 0.60434], [-1.80367, 2.01929, -1.02559], [-2.53017, -0.48473, -0.80035], [-1.28421, -0.71640, 1.63310], [-0.23748, -2.18760, -0.49399]],
  "atomic_forces_ev_per_a": [[-0.4029, -0.1130, 0.7490], [0.6889, -0.7990, -0.3985], [0.8635, -0.2826, -0.8063], [0.1030, -0.2747, -0.1006], [-0.0272, 0.1733, 0.2338], [0.0491, 0.1255, 0.2357], [-0.2219, -0.2459, -0.3442], [-0.3566, 0.2013, 0.7541], [-0.5461, -0.0757, 0.3729], [0.1921, -0.1105, -0.0424], [-0.2827, -0.1279, -0.0097], [-0.2213, 2.3619, -1.3497], [-0.2258, -0.4802, 0.3290], [0.1393, -0.2171, 0.0476], [0.1032, 0.1079, 0.2435], [0.1494, -0.0894, -0.0389], [-0.0042, -0.1539, 0.1248]]
}